The following is a quantum chemistry calculation of a molecular structure, C36H10Cl5F15GeN3O2RhS, from OMol25.

The HOMO energy (alpha / beta) is -0.321 / -0.321 hartree. The value obtained for the relative energy (zero: lowest compared OMol25 entry of this formula, charge and spin) is 1.117 eV. The calculation puts the gap between HOMO and LUMO (alpha / beta) at 6.86 / 6.86 eV.

XYZ file:
```
74
C36H10Cl5F15GeN3O2RhS ωB97M-V/def2-TZVPD
Rh 0.89949 0.72937 1.85473
O 4.63552 2.04598 2.70056
C 3.61811 1.41511 2.47605
N 2.36936 1.90750 2.36009
C 2.08704 3.32277 2.40448
C 0.58769 3.49156 2.48725
C -0.01288 4.70558 2.77460
C -1.39196 4.78226 2.84708
C -2.14933 3.64261 2.62064
C -1.50114 2.46349 2.31902
N -0.16619 2.39516 2.26511
C 3.62792 -0.09954 2.34965
C 4.78895 -0.81877 2.52367
C 4.73841 -2.20161 2.39902
C 3.52626 -2.81468 2.12730
C 2.39875 -2.02584 1.97052
N 2.45792 -0.69976 2.06250
H 2.46117 3.83393 1.50717
H 2.57122 3.80020 3.26032
H 0.60744 5.57519 2.94389
H -1.87220 5.72422 3.07668
H -3.22862 3.66008 2.66392
H -2.02656 1.54204 2.10875
H 5.69926 -0.27867 2.74239
H 5.63639 -2.79366 2.51601
H 3.44478 -3.88826 2.03392
H 1.41860 -2.44020 1.76770
Cl 3.11995 4.61202 -4.02098
C 2.41528 3.65232 -2.78415
C 3.10079 2.56438 -2.25622
Cl 4.68201 2.20004 -2.82173
C 2.50903 1.75794 -1.28698
Cl 3.38071 0.41738 -0.67222
C 1.21309 2.00773 -0.80661
O 0.51693 1.19369 -0.02389
C 0.58047 3.17075 -1.29891
Cl -0.96147 3.59833 -0.66615
C 1.14634 3.95437 -2.29513
Cl 0.28347 5.30066 -2.92541
F -4.05384 -1.35557 1.93210
C -4.35377 -1.89495 0.74737
C -3.38201 -2.10333 -0.21542
C -3.81510 -2.65084 -1.41184
F -2.92007 -2.87722 -2.39028
C -5.12874 -2.99341 -1.66020
F -5.49494 -3.52499 -2.82600
C -6.07144 -2.77718 -0.66949
F -7.34440 -3.09628 -0.87954
C -5.68376 -2.22520 0.53699
F -6.59420 -2.00914 1.48737
Ge -1.47604 -1.58888 -0.10855
S -0.92851 -0.83862 1.84747
C -0.40206 -3.20205 -0.48944
C -0.86500 -4.50694 -0.43777
F -2.14781 -4.77707 -0.16621
C -0.03498 -5.59758 -0.63991
F -0.51736 -6.83820 -0.58613
C 1.31098 -5.39447 -0.88643
F 2.11938 -6.43173 -1.07544
C 1.81491 -4.10546 -0.92546
F 3.11460 -3.90127 -1.14776
C 0.95104 -3.04581 -0.72608
F 1.46891 -1.80749 -0.74961
C -1.38044 -0.32682 -1.61754
C -0.60261 -0.44653 -2.75237
F 0.25553 -1.46776 -2.89056
C -0.67716 0.45615 -3.80134
F 0.10463 0.31870 -4.87205
C -1.59854 1.48671 -3.75050
F -1.70020 2.34237 -4.76196
C -2.43045 1.61031 -2.64994
F -3.36832 2.55656 -2.62946
C -2.28343 0.72487 -1.59954
F -3.09683 0.88344 -0.53914
```

---

The following is a quantum chemistry calculation of a molecular structure, C4H6Cl2FN, from OMol25.

The HOMO energy is -0.371 hartree. The value obtained for the relative energy (zero: lowest compared OMol25 entry of this formula, charge and spin) is 5.030 eV. The calculation puts the gap between HOMO and LUMO at 10.26 eV.

XYZ file:
```
14
C4H6Cl2FN ωB97M-V/def2-TZVPD
C 0.19576 -2.23083 -0.27924
C 0.48636 -0.70597 -0.64906
C 0.58520 0.17972 0.62256
C -0.46879 0.41707 -0.20369
H -0.15775 -2.43934 0.96286
H 1.26004 -2.74587 -0.59877
H -0.96272 -2.61544 -0.74732
H 0.73139 -0.27903 -2.55860
H 2.05172 0.48190 -1.37804
H 1.20147 0.97536 0.79713
N 1.59680 -0.47497 -1.56271
F -1.66979 0.11425 0.36878
Cl 0.39029 -0.50073 2.29030
Cl -0.68822 1.85126 -1.45504
```

---

The following is a quantum chemistry calculation of a molecular structure, C24H36F9N2O4PPdTe, from OMol25.

The HOMO energy (alpha / beta) is -0.278 / -0.278 hartree. The calculation puts the gap between HOMO and LUMO (alpha / beta) at 6.12 / 6.12 eV.

XYZ file:
```
78
C24H36F9N2O4PPdTe ωB97M-V/def2-TZVPD
Pd 0.05371 0.30085 0.83430
C -3.86609 -3.11815 0.04640
C -2.60529 -3.86895 -0.38000
N -1.90879 -3.19015 -1.46040
C -2.01659 -3.76895 -2.78570
C -3.35309 -3.48655 -3.47610
C -1.28109 -2.01435 -1.22860
C -0.84109 -1.19535 -2.40420
N -1.05559 -1.54075 -0.05470
H -4.35839 -3.64805 0.85730
H -4.55839 -3.03095 -0.78670
H -3.62199 -2.11485 0.39460
H -2.86709 -4.86815 -0.73000
H -1.93329 -3.98835 0.47590
H -1.88089 -4.85195 -2.69340
H -1.20109 -3.39245 -3.40270
H -4.16249 -4.03145 -2.99640
H -3.30029 -3.79875 -4.51640
H -3.58429 -2.42445 -3.45050
H -1.63439 -1.10505 -3.14120
H 0.03651 -1.63445 -2.87470
H -0.57769 -0.20545 -2.03410
H -1.29809 -2.11285 0.75090
F 1.04241 -1.89095 5.40710
C 0.75391 -0.61235 5.17050
F 1.39461 0.10855 6.10010
F -0.55139 -0.44125 5.38230
C 1.11621 -0.19995 3.71170
O 0.26751 -0.72405 2.83930
C 1.10561 1.36135 3.65250
F 2.01041 1.96625 4.42000
F 1.34681 1.78305 2.38610
F -0.09059 1.85215 3.98220
C 2.55871 -0.66005 3.36710
F 2.66721 -1.98295 3.32650
F 2.88111 -0.20265 2.14560
F 3.49691 -0.21885 4.21090
C 2.88841 1.97885 -0.47060
C 2.63891 0.69665 -1.28320
C 2.10721 1.14295 -2.66680
C 1.63361 -0.16755 -0.61380
C 3.83841 -0.23275 -1.39220
C 3.87631 -1.18925 -2.40860
C 4.88351 -2.13055 -2.48050
C 5.88101 -2.15655 -1.52200
C 5.84371 -1.23595 -0.48910
C 4.84141 -0.28375 -0.42610
H 1.93121 2.48905 -0.33570
H 3.56721 2.64785 -0.99280
H 3.29691 1.76005 0.51050
H 1.27061 1.81965 -2.51040
H 1.74611 0.30205 -3.24980
H 2.88351 1.65305 -3.23300
H 1.71231 -1.25015 -0.73750
H 3.09631 -1.20995 -3.15210
H 4.87601 -2.85545 -3.28210
H 6.66211 -2.89995 -1.57050
H 6.59781 -1.27005 0.28350
H 4.84361 0.41055 0.39760
C -1.17939 5.42775 0.98170
C -0.36399 4.29105 0.40170
O -0.65859 3.06995 1.08400
P -1.73449 2.06595 0.43540
O -1.24759 1.49615 -0.85280
Te -2.33379 0.52155 2.18890
O -2.95849 3.07735 0.14080
C -4.23849 2.53475 -0.13530
C -5.24279 3.02225 0.89710
H -0.89199 6.36185 0.50600
H -1.00389 5.49245 2.05120
H -2.23579 5.24575 0.80670
H 0.70701 4.45765 0.54480
H -0.57389 4.17125 -0.66840
H -4.17959 1.43755 -0.10200
H -4.51479 2.85045 -1.14520
H -4.89409 2.75295 1.89200
H -6.20519 2.55425 0.71450
H -5.35029 4.10155 0.83860
```

---

The following is a quantum chemistry calculation of a molecular structure, C12H14BN9Pt, from OMol25.

The HOMO energy (alpha / beta) is -0.542 / -0.572 hartree. Its total charge is +2. The multiplicity is 5. The calculation puts the gap between HOMO and LUMO (alpha / beta) at 8.46 / 4.04 eV.

XYZ file:
```
37
C12H14BN9Pt ωB97M-V/def2-TZVPD
H -0.30854 2.62823 0.95785
N 0.11124 1.56073 -0.83207
B 0.76709 0.78601 -3.17401
N 0.59230 1.88585 -2.07476
C 0.81997 3.21362 -2.09184
Pt -0.51527 -0.33248 -0.36994
H 1.15950 3.67198 -2.99670
C 0.48760 3.73000 -0.84670
H 0.52398 4.75302 -0.54302
C 0.04003 2.66668 -0.06636
H 1.20302 1.18409 -4.20986
C -1.75681 -2.33218 0.93381
H -2.05280 -2.15162 1.96454
H -0.80808 -2.86528 0.90972
H -2.52067 -2.91330 0.41829
N -0.67612 0.18200 -3.31993
N 1.63777 -0.31043 -2.47207
N -1.30098 -0.32828 -2.20255
N 1.25614 -0.83088 -1.25853
C -1.49943 0.01345 -4.37571
C 2.75950 -0.95646 -2.86632
H -1.22507 0.35123 -5.36818
H 3.19590 -0.72004 -3.82085
C -2.66933 -0.59383 -3.92932
C 3.08780 -1.89006 -1.88763
C -2.51760 -0.79669 -2.56059
C 2.12505 -1.79098 -0.89264
H -3.51422 -0.85177 -4.53102
H 3.91323 -2.58365 -1.91984
H -3.17420 -1.26027 -1.84815
H 1.99421 -2.35699 0.02835
H -1.72588 -1.30055 0.41524
N 0.60794 -0.01159 1.34439
C 0.20816 -0.07573 2.47555
N -0.34135 -0.31188 3.59047
C -0.00967 0.18271 4.75809
N 0.19259 0.54871 5.85288
```

---

| no. | calculated total energy (eV) |
| --- | --- |
| 1 | -219793.1226 |
| 2 | -33492.4997 |
| 3 | -81160.9118 |
| 4 | -29982.7291 |